No. 1
A molecular structure, C5H11CeO4 in a non-equilibrium geometry. Source: the OMol25 dataset; level of theory: ωB97M-V/def2-TZVPD.

```
21
Properties=species:S:1:pos:R:3:mulliken_spin:R:1
C 0.027 1.961 -2.527 0.002
O -0.723 0.841 -2.875 -0.013
C 1.024 1.642 -1.414 0.000
O 0.279 0.940 -0.407 -0.003
C 1.018 0.263 0.612 0.001
C 0.091 -0.713 1.244 -0.009
O -0.715 -1.361 0.320 -0.004
C -1.364 -2.561 0.772 -0.001
Ce -1.217 -0.313 -1.540 1.028
H -0.623 2.790 -2.181 -0.001
H 0.611 2.349 -3.382 -0.001
H 1.474 2.546 -0.979 0.000
H 1.823 0.977 -1.780 0.001
H 1.400 0.972 1.358 0.000
H 1.885 -0.242 0.149 0.000
H -0.253 -0.146 3.433 -0.035
H -1.803 -3.053 -0.101 0.001
H -0.618 -3.212 1.243 -0.001
H -2.148 -2.283 1.486 0.001
H 0.409 -1.350 2.072 0.002
O -0.578 -0.047 4.498 1.035
```

E_HOMO (alpha / beta) = -9.59 / -9.59 eV
Multiplicity = 3
Electronic energy = -26468.308 eV
Expectation value of S² = 2.01
Kohn-Sham gap (alpha / beta) = 5.0179 / 5.0238 eV
Charge = +1



No. 2
A molecular structure, CH3O3P in a non-equilibrium geometry. Source: the OMol25 dataset; level of theory: ωB97M-V/def2-TZVPD.

```
8
Properties=species:S:1:pos:R:3:mulliken_charge:R:1
C -0.185 0.061 0.777 0.699
O -0.097 -0.700 1.632 -0.294
O -0.413 -2.009 -0.896 -0.376
O 0.122 -0.667 -0.952 -0.415
P -0.570 1.593 0.014 -0.112
H 0.433 -2.609 -0.709 0.336
H 0.516 1.751 -0.765 0.089
H 0.195 2.581 0.900 0.073
```

E_HOMO (alpha / beta) = -9.33 / -9.33 eV
Electronic energy = -16511.535 eV
Kohn-Sham gap (alpha / beta) = 9.4840 / 9.4834 eV